[1]
{"formula": "C22H32F4HfN5", "method": "wB97M-V/def2-TZVPD", "e_above_lowest_kj_mol": 0.0, "gap_ha": 0.2594, "energy_ha": -1577.7828, "e_homo_ev": -16.69, "spin_multiplicity": 1, "charge": 3, "elements": ["Hf", "C", "N", "C", "C", "C", "N", "C", "C", "F", "C", "F", "C", "C", "F", "C", "F", "H", "H", "H", "H", "H", "H", "H", "H", "H", "H", "H", "C", "C", "N", "C", "C", "N", "C", "C", "H", "H", "H", "H", "H", "H", "H", "H", "H", "H", "H", "H", "H", "C", "C", "C", "C", "C", "C", "N", "H", "H", "H", "H", "H", "H", "H", "H"], "xyz": [[0.83331, -0.13114, -0.27604], [3.74513, -1.39007, -0.01025], [3.08894, -0.07216, 0.19619], [3.89590, 0.95807, -0.53906], [3.14558, 0.22585, 1.67797], [1.91076, -0.26660, 2.36386], [0.78124, 0.35177, 1.66441], [0.52146, 1.71533, 1.93701], [0.53493, 2.67296, 0.93077], [0.84476, 2.18465, -0.39576], [0.26350, 4.01444, 1.05235], [0.39026, 4.81092, 0.02371], [-0.11387, 4.45401, 2.32850], [-0.23001, 3.50947, 3.33104], [-0.47925, 3.90835, 4.57455], [0.12678, 2.16219, 3.16636], [0.07282, 1.27463, 4.13751], [4.81378, -1.28857, 0.31108], [3.75363, -1.69344, -1.04191], [3.26571, -2.13414, 0.61666], [4.84785, 1.12357, -0.02461], [3.29483, 1.86120, -0.54913], [4.07804, 0.56320, -1.53239], [3.15840, 1.31375, 1.81855], [4.10039, -0.08523, 2.09574], [1.96829, -0.02092, 3.42168], [1.81799, -1.35530, 2.32622], [-0.25381, 5.53053, 2.47850], [-3.74133, 0.31562, 0.58016], [-2.26803, -0.07460, 0.70042], [-1.61505, 0.06679, -0.65898], [-1.81604, 1.47223, -1.14834], [-3.30258, 1.74104, -1.36035], [-4.06429, 0.55019, -0.90630], [-3.73078, -0.65864, -1.73398], [-2.23319, -0.88655, -1.63093], [-3.95096, 1.24246, 1.16382], [-4.42131, -0.44184, 0.95612], [-2.09110, -1.08155, 1.00006], [-1.74772, 0.55808, 1.39625], [-1.27639, 1.63304, -2.08857], [-1.48919, 2.15004, -0.38778], [-3.64758, 2.00837, -2.39848], [-3.56060, 2.59974, -0.75518], [-5.03828, 0.70383, -1.04298], [-4.01578, -0.46104, -2.78507], [-4.32642, -1.46390, -1.29330], [-1.81493, -0.64856, -2.59526], [-1.96652, -1.89235, -1.35055], [1.25891, -0.78223, -2.87072], [0.88182, -2.04615, -2.09940], [0.74796, -3.31568, -2.56994], [0.39040, -4.15502, -1.49091], [0.30682, -3.36997, -0.36658], [-0.21687, -3.82192, 0.95898], [0.66105, -2.08178, -0.68756], [2.28226, -0.38095, -2.74793], [0.55978, 0.08946, -2.83647], [1.22577, -1.08461, -3.93088], [0.79944, -3.65122, -3.57646], [0.27471, -5.21964, -1.49523], [-1.26055, -4.13803, 0.81817], [-0.28505, -3.01932, 1.73759], [0.31433, -4.65271, 1.41304]], "forces_ev_per_angstrom": [[-0.04, -0.62, -0.81], [1.23, 0.09, 0.86], [0.27, 0.02, 0.30], [-0.50, -0.41, 0.37], [0.58, 1.01, -0.25], [0.38, -0.68, 0.52], [-0.39, 0.37, -0.45], [-0.21, -0.30, -0.60], [0.25, -0.02, -0.98], [0.15, -0.14, 0.53], [-0.22, -0.51, 1.22], [-0.04, 0.32, -0.33], [0.06, 0.22, -0.89], [0.83, 0.33, 1.31], [-0.26, -0.16, -0.54], [-0.41, 0.55, 0.10], [-0.18, 0.15, 0.56], [-0.80, -0.19, -0.22], [-0.28, -0.09, -0.45], [-0.02, -0.21, -0.08], [-0.13, 0.02, -0.13], [0.32, 0.37, -0.23], [0.12, 0.28, -0.22], [-0.04, 0.00, -0.33], [0.00, -0.48, 0.04], [-0.26, 0.07, 0.09], [-0.10, -0.03, -0.08], [-0.09, -0.50, 0.24], [-0.70, 0.48, 0.15], [0.16, 0.38, -1.49], [0.68, 0.72, 0.36], [-0.56, -0.85, -0.65], [-0.77, 0.87, -1.24], [1.15, -0.02, 0.88], [-0.50, -0.06, 0.16], [0.53, 0.64, 0.18], [0.01, -0.52, -0.78], [-0.02, -0.20, -0.07], [-0.20, -0.87, 0.33], [0.09, 0.34, 0.29], [0.09, -0.04, 0.27], [0.47, 0.32, 0.31], [0.67, -0.52, 0.84], [-0.50, 0.03, 0.22], [-1.19, 0.39, 0.22], [-0.16, -0.15, 0.69], [0.10, -0.02, -0.39], [0.45, -0.20, -0.32], [0.04, -0.37, 0.04], [0.11, -0.31, -0.16], [0.32, 0.28, -0.28], [-0.27, 0.18, 0.02], [0.23, 0.60, 0.84], [0.08, -1.26, -0.07], [-0.76, 1.00, 0.84], [-0.40, 0.63, 0.33], [-0.12, -0.20, 0.19], [-0.09, -0.19, 0.10], [-0.01, 0.30, 0.30], [0.30, 0.02, -0.70], [-0.26, -0.25, -0.18], [0.27, -0.14, 0.08], [0.33, -0.40, -0.65], [0.20, -0.08, -0.17]], "lowdin_charge": [1.842, -0.052, -0.361, -0.025, -0.158, -0.176, -0.161, -0.210, -0.101, -0.067, -0.222, 0.171, 0.142, -0.159, 0.157, -0.155, 0.166, 0.133, 0.092, 0.095, 0.124, 0.083, 0.094, 0.138, 0.149, 0.144, 0.123, 0.173, -0.005, -0.098, -0.215, -0.128, -0.054, -0.056, -0.028, -0.108, 0.163, 0.148, 0.121, 0.101, 0.138, 0.100, 0.176, 0.144, 0.187, 0.165, 0.157, 0.127, 0.128, -0.060, -0.378, -0.003, 0.013, -0.341, -0.021, -0.149, 0.079, 0.064, 0.132, 0.125, 0.132, 0.092, 0.077, 0.094]}

[2]
{"formula": "C22H32FN5OPPdSe2", "method": "wB97M-V/def2-TZVPD", "e_above_lowest_kj_mol": 75.4, "s2": 2.010, "gap_ha": [0.2635, 0.2421], "energy_ha": -6578.3482, "e_homo_ev": [-10.77, -10.77], "spin_multiplicity": 3, "charge": 1, "elements": ["Pd", "Se", "Se", "C", "C", "C", "C", "C", "N", "C", "C", "C", "C", "C", "N", "H", "H", "H", "H", "H", "H", "H", "H", "F", "O", "P", "N", "C", "C", "C", "C", "N", "C", "C", "C", "C", "N", "C", "C", "C", "C", "H", "H", "H", "H", "H", "H", "H", "H", "H", "H", "H", "H", "H", "H", "H", "H", "H", "H", "H", "H", "H", "H", "H", "H"], "xyz": [[1.34899, -2.15141, 0.83318], [0.94999, -4.69001, 1.66868], [-0.29301, -3.22101, 3.00878], [1.15009, -2.15041, 3.78468], [1.38419, -2.12861, 5.14988], [2.41869, -1.32491, 5.61358], [3.20179, -0.62911, 4.70318], [2.90029, -0.72801, 3.35088], [1.87689, -1.45191, 2.91828], [0.11619, -4.55951, -0.10382], [-0.53181, -5.64201, -0.67332], [-1.05611, -5.48071, -1.94782], [-0.90271, -4.26341, -2.59642], [-0.22771, -3.23821, -1.94832], [0.25599, -3.39101, -0.72292], [0.78049, -2.72651, 5.81548], [2.61439, -1.25561, 6.67368], [4.03629, -0.02841, 5.03238], [3.48049, -0.22561, 2.58818], [-0.61271, -6.57031, -0.12762], [-1.57091, -6.29911, -2.42462], [-1.30221, -4.10911, -3.58572], [-0.06251, -2.26891, -2.39942], [3.34989, -2.51601, 0.39298], [0.59869, -0.18891, 0.06288], [-0.16161, 0.87179, -0.63312], [-0.15661, 2.18539, 0.40428], [0.75679, 2.24649, 1.54558], [0.75439, 3.71879, 1.94338], [-0.65931, 4.16269, 1.56798], [-0.88401, 3.43509, 0.24378], [0.52099, 1.19499, -2.11452], [1.98769, 1.23559, -2.11082], [2.33319, 1.74919, -3.50072], [1.22849, 2.77229, -3.74852], [-0.00151, 2.10199, -3.13582], [-1.70841, 0.35609, -0.95482], [-2.72311, 0.96859, -1.81232], [-4.06241, 0.55049, -1.20272], [-3.71881, -0.75391, -0.48902], [-2.34931, -0.43511, 0.09508], [1.74619, 1.87359, 1.27378], [0.37639, 1.61639, 2.35968], [1.48479, 4.26779, 1.34748], [0.97909, 3.86509, 2.99758], [-0.74891, 5.24129, 1.46208], [-1.37531, 3.81859, 2.31568], [-0.46771, 4.02209, -0.58462], [-1.94031, 3.24959, 0.03518], [2.38389, 0.24259, -1.89262], [2.35919, 1.92469, -1.34252], [2.26799, 0.94199, -4.22892], [3.32659, 2.18589, -3.54662], [1.08879, 3.00179, -4.80182], [1.45549, 3.69939, -3.22222], [-0.53651, 1.51239, -3.88692], [-0.69821, 2.83319, -2.72432], [-2.61731, 0.57119, -2.82652], [-2.62431, 2.05349, -1.86512], [-4.83671, 0.43759, -1.95702], [-4.39571, 1.29169, -0.47662], [-3.64561, -1.56831, -1.20992], [-4.44461, -1.02161, 0.27388], [-1.74501, -1.32211, 0.31248], [-2.45201, 0.13989, 1.02368]], "forces_ev_per_angstrom": [[0.81, 0.43, -0.42], [0.32, -0.24, -0.37], [-0.43, 0.24, 0.51], [0.01, -0.18, -0.14], [-0.21, -0.06, -0.23], [0.06, 0.09, -0.18], [-0.18, -0.09, 0.05], [0.14, 0.12, 0.08], [-0.14, -0.40, -0.49], [-0.26, 0.02, 0.20], [0.19, 0.08, 0.30], [0.13, 0.22, -0.07], [0.00, -0.13, 0.16], [-0.08, 0.10, -0.09], [0.40, 0.01, 0.59], [-0.01, 0.00, 0.06], [0.05, -0.04, 0.04], [0.01, 0.04, -0.02], [0.03, -0.02, 0.01], [-0.07, -0.04, -0.03], [-0.08, -0.08, -0.07], [0.01, 0.03, -0.09], [-0.06, 0.04, -0.05], [-0.91, 0.31, 0.09], [0.66, -0.73, 0.46], [-0.66, 0.66, -0.50], [-0.03, -0.86, -0.56], [0.27, -0.24, 0.33], [-0.15, -0.08, -0.05], [0.11, -0.01, -0.11], [-0.20, 0.21, -0.31], [-0.19, -0.24, 0.79], [0.46, -0.21, 0.09], [-0.10, 0.11, 0.11], [0.01, -0.10, 0.04], [-0.46, 0.11, -0.37], [0.62, 0.27, 0.33], [-0.06, 0.19, -0.55], [0.10, -0.08, -0.02], [0.05, 0.19, 0.05], [0.02, -0.39, 0.34], [-0.01, 0.06, 0.08], [0.09, 0.05, 0.01], [0.04, 0.03, 0.02], [0.06, 0.01, 0.01], [-0.08, 0.02, 0.03], [-0.03, 0.01, 0.00], [-0.09, 0.07, 0.02], [-0.02, 0.06, 0.02], [0.07, 0.10, -0.04], [0.09, 0.05, -0.02], [0.03, -0.08, -0.03], [0.09, -0.04, -0.01], [-0.04, 0.06, -0.02], [0.01, 0.06, 0.03], [-0.03, 0.14, -0.02], [-0.01, 0.05, -0.03], [-0.07, 0.10, -0.01], [-0.05, 0.00, -0.03], [-0.04, 0.04, -0.03], [-0.02, 0.05, 0.03], [0.03, -0.08, -0.01], [-0.03, -0.07, 0.04], [-0.15, 0.09, 0.02], [-0.03, -0.02, 0.06]], "lowdin_charge": [0.862, 0.739, 0.685, -0.631, -0.077, -0.032, -0.021, -0.093, -0.056, -0.605, -0.073, -0.029, -0.022, -0.090, -0.043, 0.110, 0.120, 0.117, 0.127, 0.112, 0.120, 0.116, 0.122, -0.588, -0.354, 0.571, -0.186, -0.209, -0.163, -0.161, -0.199, -0.188, -0.202, -0.161, -0.160, -0.202, -0.184, -0.199, -0.158, -0.163, -0.213, 0.103, 0.113, 0.116, 0.113, 0.114, 0.116, 0.113, 0.108, 0.115, 0.116, 0.117, 0.115, 0.114, 0.113, 0.114, 0.095, 0.114, 0.096, 0.115, 0.114, 0.112, 0.114, 0.082, 0.122]}